C6H7N | ωB97M-V with the def2-TZVPD basis set

Values from the calculation:
E_LUMO, eV: 0.07
HOMO-LUMO gap, eV: 8.5
Calculated total energy, Eh: -287.4326
Structure (SMILES): [H]/N=c1\c(C)c1C=C
Energy relative to the best compared isomer or geometry (same formula, charge and spin), kcal per mole: 97.0

Geometry (Å):
C1 -0.876 -1.551 -0.046
C2 2.795 0.014 -0.026
C3 1.670 -0.728 0.392
C4 0.248 -0.654 0.162
C5 -0.991 -0.136 -0.123
C6 -1.733 1.198 -0.204
N1 -1.198 -2.743 -0.104
H1 2.658 0.945 -0.530
H2 3.725 -0.486 0.014
H3 1.916 -1.687 0.797
H4 -1.326 1.871 -1.029
H5 -1.419 1.833 0.701
H6 -2.810 1.283 -0.287
H7 -2.040 -2.897 -0.576